(1)
10
Properties=species:S:1:pos:R:3 method="wB97M-V/def2-TZVPD" e_tot_ha=-533.7272 multiplicity=1 gap_ev=8.5 homo_ev=-9.0 smiles="C1=CC1.O=P" de_lowest_kj_mol=344.64
C -0.91844 0.20254 -0.76897
C -0.17403 -0.12938 -1.77809
C 0.60326 -0.29569 -0.48681
H -1.88105 0.55907 -0.40600
H -0.14733 -0.09621 -2.87452
H 1.44528 0.39862 -0.33125
H 0.57521 -1.30767 -0.03943
O -0.10011 0.91241 3.04839
P 0.85217 0.22774 2.15265
H -0.25497 -0.47143 1.48403

(2)
15
Properties=species:S:1:pos:R:3 method="wB97M-V/def2-TZVPD" total_charge=+1 e_tot_ha=-1190.5900 multiplicity=1 gap_ev=9.0 homo_ev=-13.5 de_lowest_kj_mol=72.97
C 0.10356 1.35388 -0.30477
C 0.16770 -0.41062 -1.89555
N -1.16251 1.30803 -1.02396
N 0.84287 0.60037 -1.31993
N 0.24019 -1.27405 2.54822
O 0.15960 0.83212 0.89075
O -0.69678 -1.54672 0.30863
S -1.42121 -0.07699 -1.94583
S 0.47792 -0.98305 0.95639
H 0.40847 2.30752 -0.42759
H 0.63646 -1.21371 -2.29819
H -2.07486 1.65914 -0.50865
H 1.82759 0.42689 -1.04450
H 1.14188 -1.44401 3.17505
H -0.65088 -1.53880 2.88991

(3)
113
Properties=species:S:1:pos:R:3 method="wB97M-V/def2-TZVPD" e_tot_ha=-9639.2798 multiplicity=1 gap_ev=7.6 homo_ev=-7.7 de_lowest_kj_mol=76.93
Ca 1.36304 0.36651 -0.17404
C -4.23701 1.53824 1.98522
N -3.07634 0.83041 1.46240
C -1.87859 1.34225 1.18447
N -1.04696 0.38014 0.82974
C -1.81851 -0.73175 0.92165
N -3.05024 -0.51148 1.31147
C -5.52515 0.82588 1.66877
C -6.51400 0.69465 2.63099
C -7.71010 0.05014 2.33039
C -7.90965 -0.50528 1.08095
C -6.90719 -0.39291 0.11846
C -5.73675 0.29234 0.40469
C -7.04774 -1.07020 -1.16700
N -8.07384 -1.66082 -1.67483
N -7.65390 -2.21855 -2.87315
C -6.40736 -1.92042 -2.99673
O -5.94976 -1.18463 -1.95688
C -5.47482 -2.30247 -4.05389
C -5.90480 -3.15023 -5.07230
C -5.01170 -3.54585 -6.05008
C -3.69614 -3.10039 -6.01917
C -3.26842 -2.24274 -5.01638
C -1.85548 -1.70944 -5.03398
N -1.23624 -1.66904 -3.72363
C -0.91135 -0.60165 -2.98475
N -0.39064 -0.98451 -1.83853
C -0.41899 -2.34048 -1.93177
N -0.92869 -2.79710 -3.05237
C -4.16159 -1.84793 -4.02992
H -4.23055 2.52650 1.52044
H -4.11185 1.67030 3.06183
H -1.64345 2.39127 1.25824
H -1.46020 -1.71952 0.68982
H -6.34770 1.08839 3.62639
H -8.47585 -0.04166 3.08883
H -8.81618 -1.04462 0.84301
H -4.96258 0.36377 -0.34681
H -6.92924 -3.49611 -5.07311
H -5.33521 -4.21453 -6.83631
H -2.99786 -3.42627 -6.78074
H -1.84324 -0.68423 -5.40904
H -1.23002 -2.31175 -5.69192
H -1.06467 0.41408 -3.31338
H -0.04055 -2.99480 -1.16349
H -3.83584 -1.19787 -3.22696
Br 1.38015 -3.96657 6.52864
C 1.08002 -3.28423 4.79487
C -0.18895 -2.92075 4.39644
C -0.32917 -2.37611 3.12685
N 0.67545 -2.20004 2.27049
C 1.89191 -2.57221 2.67202
C 2.14530 -3.11341 3.92881
C 3.04860 -2.36634 1.75379
C 4.06227 -3.31934 1.72427
C 5.19149 -3.04853 0.97680
Br 6.58512 -4.31841 0.88820
C 5.30010 -1.84612 0.30878
C 4.22094 -0.98110 0.36962
N 3.09700 -1.23615 1.04568
H -1.04650 -3.01810 5.04596
H -1.31050 -2.05392 2.81216
H 3.15213 -3.36115 4.23176
H 3.96388 -4.24719 2.26824
H 6.18317 -1.58500 -0.25540
H 4.26071 -0.03549 -0.15438
C 3.12129 -2.21045 -3.70895
C 3.01002 -0.99125 -2.81691
O 2.38003 -1.13411 -1.76156
C 3.64413 0.25234 -3.21526
C 4.32057 0.31868 -4.45657
C 4.93725 1.45708 -4.89637
C 4.89808 2.60401 -4.08010
C 4.26304 2.58672 -2.87163
C 3.60852 1.41777 -2.37565
O 3.03520 1.46519 -1.23270
H 2.56159 -3.02102 -3.24921
H 4.16314 -2.51054 -3.82907
H 2.71946 -2.01233 -4.70328
H 4.35277 -0.56220 -5.08380
H 5.44492 1.47674 -5.85068
H 5.37946 3.51518 -4.41599
H 4.23073 3.46369 -2.23578
C 2.28162 0.29653 4.92749
N 0.85859 0.31531 5.26281
C -0.07432 1.14196 4.73143
S -1.66601 0.59070 4.53463
N 0.25681 2.38647 4.39013
C 1.47169 3.12124 4.67929
H 2.69079 -0.63069 5.32378
H 2.82594 1.11440 5.39391
H 2.45345 0.33015 3.84989
H 0.45622 -0.58664 5.46550
H -0.43407 2.86471 3.83595
H 1.70669 3.07189 5.74363
H 1.28935 4.15909 4.41213
H 2.32886 2.76872 4.10424
O 4.08176 1.50939 2.15996
C 3.23859 2.25772 1.70204
N 1.89843 1.97125 1.60112
S 1.08225 3.19738 0.96154
O 0.49512 2.73429 -0.29246
O 0.14048 3.82765 1.85982
C 2.45070 4.27304 0.68004
C 2.50075 5.53398 0.12136
C 3.74947 6.13783 0.04217
C 4.88852 5.49229 0.51972
C 4.80957 4.22752 1.08830
C 3.56776 3.62480 1.16025
H 1.61012 6.02622 -0.24501
H 3.84017 7.12327 -0.39544
H 5.84747 5.98812 0.44432
H 5.68373 3.71047 1.46077

(4)
59
Properties=species:S:1:pos:R:3 method="wB97M-V/def2-TZVPD" total_charge=-1 e_tot_ha=-3930.4542 multiplicity=5 gap_ev="7.2 / 7.5" homo_ev="-4.7 / -5.1"
Cr 0.91922 1.21002 0.73121
O 0.52096 3.11598 -1.01978
P -0.15820 3.76450 0.32093
O -0.24845 5.22373 0.19901
O 0.55629 3.06211 1.44656
O -1.67011 3.14608 0.30703
P -2.08003 1.64418 -0.12582
O -1.85071 1.69365 -1.73647
O -3.50260 1.42156 0.18684
O -1.04974 0.67304 0.41490
H 0.34380 3.70186 -1.76575
H -2.57785 2.20981 -2.11208
C -4.39770 -3.51240 -1.53549
N -4.38566 -2.07329 -1.34552
C -4.85933 -1.75177 0.00051
N -4.11505 -2.45068 1.04863
C -4.14719 -3.87782 0.78312
N -3.63536 -4.25152 -0.53262
C -2.20466 -3.95987 -0.64075
P -1.71534 -2.14720 -0.41284
C -3.05443 -1.51389 -1.57408
C -2.74803 -1.94328 1.14625
H -3.99659 -3.74652 -2.52543
H -5.43556 -3.85698 -1.48439
H -5.91093 -2.04735 0.07278
H -4.76266 -0.67799 0.15880
H -5.18822 -4.21120 0.84033
H -3.56672 -4.40055 1.54913
H -1.85893 -4.29334 -1.62488
H -1.67843 -4.55558 0.11384
H -2.75148 -1.73213 -2.60299
H -3.10644 -0.43804 -1.45248
H -2.78242 -0.87827 1.37254
H -2.24245 -2.46698 1.96674
N 0.60469 -1.22659 2.45632
C 1.03458 -1.63757 1.21724
C 1.25797 -2.99064 0.95691
C 1.72299 -3.37587 -0.28064
C 1.96581 -2.39439 -1.23444
C 1.74828 -1.07988 -0.89607
N 1.30412 -0.67984 0.30423
H 0.04316 -1.88399 2.97037
H 0.26195 -0.27857 2.48730
H 1.06084 -3.71886 1.73318
H 1.88852 -4.42138 -0.50319
H 2.33027 -2.65087 -2.21853
H 1.92354 -0.28137 -1.60514
S 3.14456 1.51659 1.48091
C 4.20889 0.34169 0.71137
C 4.51773 0.42744 -0.64984
C 5.43342 -0.43829 -1.22759
C 6.06485 -1.40730 -0.45990
C 5.76264 -1.50658 0.89173
C 4.84404 -0.64510 1.47174
H 4.03826 1.19992 -1.23914
H 5.67114 -0.34842 -2.28166
H 6.79149 -2.07296 -0.90972
H 6.26100 -2.25381 1.49895
H 4.60487 -0.71911 2.52492

(5)
14
Properties=species:S:1:pos:R:3 method="wB97M-V/def2-TZVPD" total_charge=+1 e_tot_ha=-721.5581 multiplicity=2 gap_ev="9.6 / 4.5" homo_ev="-14.0 / -13.8" de_lowest_kj_mol=171.23
O 0.99318 -1.58760 1.50225
C -0.09062 -1.39191 0.86845
O -1.18435 -2.18654 1.18232
C -0.41170 -0.22344 -0.05404
C 0.87136 0.48442 -0.55036
S 0.61575 1.92869 -1.70703
N -1.40679 0.58759 0.58195
H -1.18492 -2.19353 2.16892
H -0.85566 -0.74243 -0.95402
H 1.27017 1.09329 0.26508
H 1.77200 -0.20622 -0.80699
H 1.99460 2.11323 -1.83694
H -2.32241 0.64832 0.11064
H -1.36311 1.29390 1.23132

(6)
115
Properties=species:S:1:pos:R:3 method="wB97M-V/def2-TZVPD" total_charge=+1 e_tot_ha=-37225.0980 multiplicity=1 gap_ev=5.4 homo_ev=-11.8
C 4.80004 -0.48888 6.08362
O 4.24083 -0.68388 4.73708
B 2.76259 -0.64100 4.74854
O 2.04039 -0.23408 3.52725
S 1.91754 -1.17084 6.37997
C 1.08730 -2.80953 6.01697
F 2.17750 -3.72236 5.50521
F 0.06682 -2.77104 4.93712
F 0.59069 -3.49205 7.27028
C 0.70453 0.19293 6.79474
F 1.30980 1.46681 6.25235
F 0.48821 0.33428 8.26263
C -0.76796 0.06034 6.08742
F -1.59782 -1.06262 6.65506
F -1.52748 1.31341 6.45603
F -0.73942 0.03961 4.59547
H 4.32451 0.41611 6.68054
H 4.77905 -1.50242 6.67428
H 5.94648 -0.21624 5.93568
H 2.09148 0.78362 3.50356
C -3.89785 0.85803 3.22261
Cl -2.36580 1.39363 2.48735
Cl -4.35435 1.98094 4.52845
Cl -5.17679 0.83797 1.98231
Cl -3.69430 -0.78040 3.89236
C -5.37679 3.51909 -0.95636
Cl -5.66105 2.20326 -2.12359
Cl -4.11798 3.02295 0.20287
Cl -4.84127 4.97903 -1.82597
Cl -6.88689 3.87097 -0.07873
C -4.38691 2.55898 -6.31646
Cl -4.13151 0.79995 -6.19316
Cl -3.20821 3.25155 -7.45908
Cl -6.03934 2.87971 -6.90046
Cl -4.16848 3.30463 -4.71310
C -6.48689 8.25899 -3.35933
Cl -7.59775 7.23878 -2.41075
Cl -5.55620 7.23723 -4.48377
Cl -7.42546 9.45798 -4.28450
Cl -5.36815 9.10185 -2.25820
C 4.80223 -2.80190 1.25485
Cl 4.86733 -3.06609 -0.50600
Cl 5.26090 -1.11945 1.62027
Cl 3.14739 -3.10696 1.84040
Cl 5.93340 -3.91509 2.06462
C -2.99777 -4.60190 5.25485
Cl -2.93267 -4.86609 3.49400
Cl -2.53910 -2.91945 5.62027
Cl -4.65261 -4.90696 5.84040
Cl -1.86660 -5.71509 6.06462
C 9.30223 0.73808 0.99482
Cl 9.37615 2.10565 2.13452
Cl 10.61845 -0.40735 1.35551
Cl 7.73291 -0.08908 1.16064
Cl 9.48150 1.34320 -0.67136
C -8.09777 -0.48917 -5.46883
Cl -7.32551 0.29578 -4.06807
Cl -8.72874 -2.08308 -4.98315
Cl -9.43882 0.52722 -6.05449
Cl -6.89791 -0.69660 -6.76950
C 0.26116 -7.15526 2.01511
Cl 0.33508 -5.78769 3.15482
Cl 1.57738 -8.30069 2.37581
Cl -1.30816 -7.98242 2.18094
Cl 0.44043 -6.55014 0.34893
C -3.63881 -3.32445 -8.23102
Cl -5.03789 -3.85392 -9.19895
Cl -2.15098 -3.49184 -9.19687
Cl -3.85304 -1.61932 -7.76082
Cl -3.51339 -4.33283 -6.76750
C 6.86119 -0.64592 -3.32387
Cl 6.31129 1.03275 -3.55693
Cl 8.38128 -0.90231 -4.21725
Cl 7.13398 -0.94606 -1.58895
Cl 5.61816 -1.76796 -3.93245
C -9.93885 -4.78589 -2.02389
Cl -8.21699 -4.77581 -1.56589
Cl -10.70111 -6.28495 -1.43540
Cl -10.75517 -3.37921 -1.29635
Cl -10.08199 -4.70365 -3.79792
C -12.45517 -1.88352 -7.40897
Cl -13.00507 -0.20485 -7.64204
Cl -10.93507 -2.13991 -8.30235
Cl -12.18237 -2.18367 -5.67405
Cl -13.69819 -3.00556 -8.01755
C 7.70178 5.67349 3.35975
Cl 9.42363 5.68357 3.81775
Cl 6.93952 4.17443 3.94824
Cl 6.88545 7.08017 4.08729
Cl 7.55864 5.75573 1.58572
C -0.39819 -1.69316 -12.27358
Cl -0.68245 -3.00899 -13.44082
Cl 0.86062 -2.18930 -11.11436
Cl 0.13733 -0.23322 -13.14320
Cl -1.90829 -1.34128 -11.39596
C 6.50182 10.79631 5.93170
Cl 5.10274 10.26684 4.96376
Cl 7.98965 10.62892 4.96584
Cl 6.28758 12.50144 6.40189
Cl 6.62723 9.78792 7.39522
C 4.40178 -10.32370 4.37168
Cl 6.12363 -10.31362 4.82968
Cl 3.63952 -11.82277 4.96017
Cl 3.58545 -8.91702 5.09922
Cl 4.25864 -10.24147 2.59765
C 6.50181 12.63341 10.34313
Cl 5.95191 14.31208 10.11007
Cl 8.02191 12.37702 9.44975
Cl 6.77461 12.33326 12.07805
Cl 5.25878 11.51137 9.73455
C 4.40178 -4.49385 -10.80690
Cl 5.93382 -3.95825 -11.54216
Cl 3.94527 -3.37094 -9.50106
Cl 3.12283 -4.51391 -12.04719
Cl 4.60533 -6.13228 -10.13714

(7)
48
Properties=species:S:1:pos:R:3 method="wB97M-V/def2-TZVPD" e_tot_ha=-1223.0188 multiplicity=1 gap_ev=8.8 homo_ev=-9.3 de_lowest_kj_mol=472.47
O -11.82800 -9.67100 4.10400
H -10.91200 -9.47800 3.88100
H -12.22500 -9.53100 3.26900
O -15.12900 -9.56000 2.48500
H -15.98800 -9.83700 2.75700
H -14.95400 -9.98000 1.63400
O -12.45900 -14.66700 2.98400
H -12.51400 -15.01500 3.84500
H -12.46700 -15.45300 2.39100
O -10.81200 -13.07100 1.78600
H -11.28100 -13.84300 2.09100
H -10.27700 -13.33300 1.03400
O -17.06900 -12.99800 2.41700
H -17.16000 -13.97600 2.36200
H -16.35800 -12.78700 1.81600
O -14.25500 -8.40700 4.76500
H -13.54000 -8.90400 5.20700
H -14.46500 -8.85900 3.91600
O -12.54400 -12.85400 -0.16300
H -11.99100 -12.93400 0.57800
H -13.00000 -13.67000 -0.33700
O -14.08100 -10.77400 0.21200
H -13.42100 -11.48900 -0.01500
H -14.09500 -10.28900 -0.60400
O -13.86400 -12.20400 2.91400
H -13.77200 -11.26700 2.70600
H -12.94400 -12.48100 2.93300
O -10.17000 -10.45900 1.93000
H -9.56500 -10.37400 1.17400
H -10.39700 -11.37900 2.10400
O -15.23200 -11.35400 4.90900
H -14.86200 -11.91300 4.17600
H -16.10000 -11.08800 4.51600
O -14.93200 -15.23700 1.80400
H -15.54300 -15.15100 2.49300
H -14.40000 -14.45800 1.96700
O -13.57400 -13.87400 5.86100
H -13.14000 -13.73200 6.66100
H -13.07700 -13.35100 5.22100
O -15.89400 -14.66800 4.27700
H -16.29500 -13.90800 3.86300
H -15.04100 -14.32200 4.54500
O -12.51300 -9.01500 1.44800
H -12.71800 -9.42900 0.59000
H -11.63700 -9.43600 1.60500
O -11.41900 -12.30300 4.89500
H -11.17900 -12.05500 5.81500
H -11.75800 -11.44600 4.61600

(8)
32
Properties=species:S:1:pos:R:3 method="wB97M-V/def2-TZVPD" e_tot_ha=-2720.5536 multiplicity=1 gap_ev=5.7 homo_ev=-8.1 de_lowest_kj_mol=212.12
Sc -1.08782 -1.44806 -3.01619
Cl -1.13169 1.06537 -2.57667
C -3.24503 -1.90657 -2.74560
C 0.14678 -1.33524 -4.84595
H -3.34097 -2.69233 -3.53847
H -3.31785 -2.27381 -1.68894
H -3.70949 -0.90764 -2.96297
H -0.30144 -2.19549 -5.40391
H 1.19086 -1.49193 -4.47229
H -0.09932 -0.30437 -5.21350
Sn 0.11441 -0.27382 -0.37839
C 2.06308 0.49049 -0.15847
C 0.12490 -2.30326 -1.32568
H 2.73281 -0.38262 -0.31183
H 2.13484 1.35314 -0.85438
H 2.22140 0.85827 0.86969
H 1.10260 -2.62873 -1.76604
H -0.56167 -2.97885 -0.76346
F -1.06559 2.95555 1.82503
C -0.99845 1.98770 2.80343
F -1.10967 2.54713 4.02000
F -2.07256 1.14989 2.61328
C 0.35700 1.21570 2.57771
O -0.14027 0.62964 1.38174
C 1.58323 2.25576 2.69021
F 1.51428 2.90315 3.89769
F 2.81218 1.64488 2.61464
F 1.54306 3.17799 1.69038
C 0.58196 0.01140 3.55283
F 0.66480 0.41756 4.85479
F -0.43581 -0.88554 3.42843
F 1.72943 -0.65535 3.20289